Here is C46H38CaClIN10O3 as an isolated structure in a non-equilibrium geometry from the OMol25 dataset. Energies are from ωB97M-V/def2-TZVPD.

Structure (XYZ):
```
100
Properties=species:S:1:pos:R:3:mulliken_charge:R:1
Ca -0.086 -0.137 0.292 3.073
C 3.721 -4.474 -4.349 -1.639
C 3.109 -3.377 -3.531 0.411
C 3.224 -2.042 -3.909 -0.925
C 2.697 -1.050 -3.121 -0.509
C 2.019 -1.307 -1.907 -0.466
N 1.556 -0.260 -1.170 0.488
C 2.390 0.793 -1.025 0.406
C 3.782 0.623 -0.836 -0.095
C 4.630 1.674 -0.595 -1.162
C 4.158 2.985 -0.550 0.602
C 5.073 4.139 -0.269 -1.601
C 2.807 3.185 -0.781 -0.592
C 1.938 2.130 -1.020 -0.646
N 0.631 2.468 -1.428 0.348
C 0.384 3.286 -2.469 -0.247
C -0.980 3.456 -2.536 -1.559
C -1.472 2.689 -1.479 -0.258
N -0.487 2.094 -0.822 0.440
C 1.866 -2.666 -1.564 -0.731
C 2.404 -3.662 -2.375 -0.381
N 1.225 -3.079 -0.381 -0.400
C 1.609 -4.124 0.379 -0.082
C 0.669 -4.273 1.375 -1.846
C -0.256 -3.256 1.135 -0.516
N 0.099 -2.544 0.077 0.424
H 4.639 -4.137 -4.826 0.390
H 3.034 -4.801 -5.128 0.304
H 3.954 -5.334 -3.726 0.370
H 3.735 -1.786 -4.827 0.416
H 2.793 -0.015 -3.421 0.480
H 4.176 -0.382 -0.891 0.563
H 5.683 1.482 -0.443 0.395
H 6.088 3.916 -0.591 0.409
H 5.093 4.359 0.800 0.219
H 4.734 5.032 -0.790 0.381
H 2.410 4.192 -0.806 0.487
H 1.170 3.668 -3.091 0.476
H -1.536 4.044 -3.239 0.496
H -2.498 2.588 -1.188 0.473
H 2.262 -4.696 -2.094 0.597
H 2.513 -4.668 0.192 0.525
H 0.654 -5.010 2.153 0.507
H -1.146 -3.018 1.685 0.808
Cl -6.359 -2.788 -1.758 -0.308
C -4.987 -2.167 -0.895 0.810
C -4.968 -2.266 0.478 -0.177
C -3.880 -1.777 1.173 0.260
I -3.812 -1.850 3.278 -0.017
C -2.746 -1.207 0.583 -0.839
O -1.768 -0.781 1.263 -0.014
C -2.782 -1.128 -0.858 -0.629
N -1.704 -0.598 -1.451 0.682
C -1.686 -0.474 -2.754 -0.445
C -2.768 -0.846 -3.570 -1.300
C -3.884 -1.392 -2.994 -1.259
C -3.917 -1.579 -1.596 0.251
H -5.796 -2.720 1.001 0.519
H -0.780 -0.074 -3.193 0.505
H -2.703 -0.709 -4.638 0.461
H -4.733 -1.688 -3.595 0.480
O -8.184 2.175 2.507 -0.500
C -7.384 1.576 1.602 0.697
O -7.855 1.020 0.647 -0.551
C -5.920 1.672 1.837 0.986
C -5.340 1.969 3.069 -1.243
C -3.967 2.043 3.200 -0.957
C -3.138 1.796 2.101 -1.051
C -3.725 1.451 0.880 1.061
C -5.089 1.410 0.745 -0.900
N -1.769 1.827 2.153 0.838
C -1.102 2.785 2.629 -0.395
C 0.354 2.770 2.692 0.497
C 1.001 3.792 3.397 -1.251
C 2.380 3.770 3.504 -0.630
C 3.066 2.734 2.893 -1.437
C 2.340 1.784 2.185 -0.349
N 1.026 1.792 2.084 1.099
H -7.674 2.608 3.203 0.285
H -5.947 2.122 3.952 0.238
H -3.528 2.247 4.164 0.553
H -3.068 1.213 0.064 -0.056
H -5.545 1.166 -0.204 0.504
H -1.571 3.704 3.018 0.420
H 0.424 4.578 3.861 0.513
H 2.903 4.541 4.051 0.455
H 4.140 2.654 2.958 0.566
H 2.848 0.978 1.681 0.518
C 0.083 -1.134 3.889 -0.450
C 1.355 -1.508 3.238 -0.183
N 1.755 -1.120 2.053 1.256
C 2.994 -1.656 1.866 -0.412
C 3.353 -2.389 2.955 -1.185
N 2.302 -2.284 3.826 0.008
H -0.605 -0.774 3.129 -0.626
H 0.255 -0.343 4.620 0.358
H -0.350 -1.991 4.402 0.536
H 3.562 -1.476 0.974 0.321
H 4.225 -2.973 3.170 0.427
H 2.232 -2.741 4.718 0.227
```

For the LUMO energy, the calculation gives -0.399 eV.

***

Here is a 6-piece molecular cluster, C5H25N2O5 overall in a non-equilibrium geometry from the OMol25 dataset. Energies are from ωB97M-V/def2-TZVPD.

Structure (XYZ):
```
37
Properties=species:S:1:pos:R:3:mulliken_charge:R:1
C 0.752 -2.000 -1.518 -1.506
C -0.278 -1.002 -0.984 -0.155
C -0.774 0.278 -1.896 -0.570
C 0.460 0.949 -2.545 -0.750
C 0.313 2.536 -2.444 -0.733
N -0.744 2.926 -1.427 -0.427
N 0.294 -0.502 0.374 0.123
H 0.182 -2.600 -2.071 0.503
H 1.457 -1.604 -2.253 0.339
H 1.352 -2.646 -0.777 0.351
H -1.071 -1.846 -0.731 0.338
H -1.283 -0.205 -2.758 0.402
H -1.734 0.725 -1.372 0.462
H 1.311 0.700 -2.078 0.365
H 0.580 0.588 -3.632 0.411
H 0.092 2.732 -3.482 0.346
H 1.372 3.037 -2.236 0.316
H -1.602 2.559 -1.626 0.215
H -0.847 3.893 -1.323 0.224
H 0.792 0.335 0.207 0.106
H -0.474 -0.521 1.021 0.370
H 1.088 -1.117 0.869 0.285
H -0.856 2.035 2.334 0.254
H -1.084 2.127 0.828 0.230
O -0.683 1.728 1.473 -0.463
H -0.575 -2.760 2.876 0.297
H -1.376 -4.117 2.332 0.310
O -1.152 -3.081 2.243 -0.597
H 2.027 1.954 1.336 0.281
H 3.461 1.636 1.061 0.283
O 2.719 1.381 1.468 -0.566
H 2.952 -2.388 0.176 0.285
H 2.964 -2.721 1.650 0.312
O 2.474 -2.148 0.993 -0.653
H -3.325 -0.752 3.250 0.317
H -4.178 0.154 2.438 0.296
O -3.472 -0.471 2.280 -0.599
```

For the LUMO energy, the calculation gives -2.457 eV. As for the charge: +1.

***

Here is C25H27F3N5ORuS2 as an isolated structure in a non-equilibrium geometry from the OMol25 dataset. Energies are from ωB97M-V/def2-TZVPD.

Structure (XYZ):
```
64
Properties=species:S:1:pos:R:3:mulliken_charge:R:1
Ru 0.426 0.029 -0.590 -0.255
N 2.846 -1.679 2.674 -0.378
C 2.049 -1.020 1.831 0.735
S 2.402 -1.118 0.126 -0.350
N 1.057 -0.330 2.309 -1.503
N 0.312 0.335 1.406 0.894
C -0.589 1.118 1.885 -0.710
C -1.331 1.952 0.977 0.794
C -2.395 2.740 1.399 -0.968
C -3.031 3.553 0.479 -0.396
C -2.572 3.565 -0.828 -1.087
C -1.512 2.745 -1.175 0.090
N -0.901 1.953 -0.301 0.525
H 3.626 -2.211 2.334 0.211
H 2.689 -1.616 3.666 0.240
H -0.730 1.166 2.958 0.438
H -2.726 2.689 2.427 0.468
H -3.868 4.171 0.774 0.452
H -3.033 4.185 -1.583 0.475
H -1.145 2.733 -2.189 0.387
F -4.940 -3.273 -2.663 -0.309
C -4.049 -2.270 -2.722 0.668
F -3.378 -2.406 -3.878 -0.188
F -4.748 -1.126 -2.790 -0.236
C -3.125 -2.304 -1.532 -0.148
C -3.203 -3.330 -0.616 -0.261
C -2.324 -3.360 0.467 -1.125
C -1.396 -2.356 0.579 -0.355
N -1.309 -1.359 -0.308 0.633
C -2.146 -1.294 -1.362 0.090
S -1.931 0.037 -2.403 -0.272
H -3.950 -4.101 -0.742 0.558
H -2.367 -4.160 1.190 0.474
H -0.695 -2.329 1.406 0.362
C -0.055 -3.031 -4.165 -1.295
C 1.314 -3.245 -3.510 0.385
C 1.168 -3.615 -2.033 -1.282
C 2.202 -2.040 -3.753 0.255
C 3.286 -2.192 -4.597 -1.122
C 4.119 -1.131 -4.920 -1.157
C 3.860 0.130 -4.397 -0.917
C 2.790 0.360 -3.561 0.772
C 2.499 1.778 -3.115 0.142
C 2.701 1.983 -1.613 -0.567
C 1.100 2.218 -3.558 -0.903
C 1.935 -0.739 -3.199 0.013
O 0.918 -0.544 -2.412 1.005
H -0.669 -3.927 -4.066 0.392
H 0.054 -2.804 -5.226 0.436
H -0.574 -2.201 -3.690 0.037
H 1.803 -4.086 -4.008 0.700
H 0.530 -2.906 -1.511 0.049
H 2.140 -3.632 -1.541 0.353
H 0.721 -4.607 -1.942 0.496
H 3.477 -3.170 -5.021 0.442
H 4.947 -1.276 -5.601 0.415
H 4.499 0.961 -4.672 0.451
H 3.223 2.426 -3.616 0.702
H 1.907 1.498 -1.017 -0.201
H 2.670 3.045 -1.369 0.503
H 3.652 1.568 -1.282 0.379
H 0.345 1.587 -3.096 -0.337
H 0.989 2.135 -4.639 0.442
H 0.928 3.257 -3.269 0.462
```

For the LUMO energy (alpha / beta), the calculation gives -5.624 / -5.788 eV. As for the charge: +1.

***

Computed ΔE to the lowest compared entry with this formula, charge and spin (eV) in order:
0.000 5.104 2.179